A structure of composition C43H79Br21Hg2N4O4 in a non-equilibrium geometry. Source: OMol25; level of theory: the ωB97M-V functional and the def2-TZVPD basis.

```
153
Properties=species:S:1:pos:R:3:forces:R:3:mulliken_charge:R:1
Hg 21.149788 -8.352913 -9.114527 0.2 0.5 1.2 2.88
Hg 20.989239 -12.108792 -10.078224 -0.1 0.2 0.1 2.48
C 16.698283 -11.169716 -8.424404 -1.5 -0.3 0.3 -1.60
C 17.860577 -11.936651 -9.164521 -2.7 1.1 1.2 1.33
C 17.285999 -12.989003 -10.127056 -1.1 -0.5 -0.3 0.41
C 16.664441 -12.444361 -11.375693 0.2 1.3 -0.5 -0.32
C 17.669516 -11.489624 -12.040767 -0.4 0.1 -0.8 -0.68
C 18.255690 -10.370323 -11.139080 -0.2 0.2 -0.2 1.67
N 18.697534 -10.990267 -9.852633 2.4 -0.8 -2.6 0.16
O 19.675236 -10.221514 -9.101539 -0.1 -0.4 0.8 -0.19
C 17.136665 -9.301783 -10.980389 1.0 0.9 0.0 -1.57
C 19.502982 -9.735845 -11.829012 0.0 -0.4 0.1 -0.76
C 18.477060 -12.758591 -8.093227 2.0 0.1 2.2 -1.44
H 15.997154 -10.568607 -9.005436 0.2 -0.4 -0.8 0.27
H 16.871165 -10.459418 -7.610132 1.3 -0.2 0.0 0.02
H 16.053994 -11.910405 -7.937524 0.0 -0.2 -0.1 0.43
H 16.499255 -13.570760 -9.636762 0.1 0.2 0.6 -0.35
H 18.030127 -13.752037 -10.374203 0.4 0.3 -0.1 -0.22
H 15.756799 -11.848735 -11.239095 0.0 0.1 0.9 -0.24
H 16.249927 -13.202733 -12.041980 0.7 -0.3 -0.2 0.83
H 17.087596 -10.956763 -12.794807 0.3 0.1 -0.3 0.08
H 18.443702 -12.034027 -12.586713 0.2 -0.1 0.3 -0.18
H 17.233387 -8.423466 -11.628635 0.4 -0.4 -0.6 0.47
H 17.300164 -8.791905 -10.027425 -0.8 -0.5 0.4 -0.18
H 16.160065 -9.710606 -11.231193 -0.2 0.1 0.8 0.27
H 19.422625 -9.481276 -12.886718 -0.7 -0.4 -0.1 0.22
H 20.325719 -10.452091 -11.770200 0.2 0.2 -0.1 0.08
H 19.866612 -8.793143 -11.414750 -0.2 -0.1 0.5 -0.54
H 19.453033 -13.189846 -8.344655 -0.1 -0.2 -0.3 -0.04
H 17.910407 -13.551240 -7.601700 -0.6 -0.3 -1.1 0.27
H 18.674020 -12.201545 -7.177637 0.2 0.7 -0.4 0.01
C 20.775847 -5.173602 -9.869479 -1.1 -0.6 0.0 -2.27
C 19.908204 -5.095031 -8.577768 0.1 -0.9 -0.9 1.78
C 18.489755 -5.140954 -9.128095 -1.1 0.9 -0.4 -1.30
C 17.399308 -5.473515 -8.112187 1.0 -1.0 -1.9 -1.04
C 17.714718 -6.727938 -7.298320 -1.4 2.2 1.7 -1.13
C 19.104254 -6.747978 -6.674072 1.0 -0.3 -1.5 1.87
N 20.060269 -6.344561 -7.775464 -0.6 -0.4 -0.8 1.25
O 21.443493 -6.655731 -7.511007 -0.2 -1.1 -0.8 -0.86
C 19.367670 -8.225505 -6.301535 0.3 0.3 -0.1 -1.22
C 19.178719 -5.895641 -5.421659 0.2 0.0 1.8 -1.86
C 20.268087 -3.770411 -7.925583 0.1 0.1 1.5 -1.89
H 21.847896 -5.089610 -9.717578 -0.1 0.1 -0.1 0.22
H 20.332195 -4.475072 -10.584753 0.6 0.8 0.3 0.62
H 20.484813 -6.059583 -10.447344 0.5 -0.6 0.5 0.59
H 18.380177 -5.760258 -10.024885 0.4 -0.8 0.4 0.30
H 18.216607 -4.195869 -9.614691 0.3 0.5 0.5 0.34
H 16.565120 -5.815426 -8.727840 -0.6 0.9 0.3 0.40
H 17.222690 -4.589564 -7.501768 -0.4 -0.2 0.1 0.48
H 17.261531 -7.645278 -7.670633 0.8 -0.2 -0.5 0.30
H 17.028218 -6.438384 -6.491172 0.1 -1.0 0.6 0.31
H 20.228047 -8.359682 -5.645985 -0.2 0.2 0.3 0.35
H 19.566203 -8.878028 -7.156807 -0.3 0.2 -0.3 -0.57
H 18.434947 -8.588721 -5.866908 0.2 -0.2 0.4 0.45
H 20.036066 -6.143012 -4.788666 0.5 0.0 -0.6 0.36
H 18.390845 -6.143687 -4.701874 -0.4 -0.1 -0.4 0.47
H 19.172342 -4.806860 -5.475054 -0.1 -0.1 -0.7 0.26
H 19.490443 -3.369604 -7.269690 -0.3 0.0 -0.4 0.32
H 20.573560 -3.011477 -8.643936 -0.2 0.0 -0.1 0.45
H 21.085719 -3.908555 -7.212799 0.3 -0.2 -0.3 0.38
C 25.140598 -10.651834 -9.250754 -0.2 -0.2 -0.3 -1.27
C 24.158618 -9.577944 -8.764593 0.2 0.3 0.0 1.70
C 24.906350 -8.368040 -8.149297 1.2 -0.2 0.7 -1.46
C 25.586334 -7.419968 -9.134862 -2.0 -2.0 0.2 -0.84
C 24.545628 -7.110544 -10.209547 1.2 1.8 -0.8 -0.84
C 23.861801 -8.254956 -11.004579 1.8 0.8 1.4 1.53
N 23.298873 -9.108514 -9.914974 -0.2 1.0 1.0 -0.19
O 22.403913 -10.071099 -10.413580 -0.7 -1.4 -0.7 0.49
C 24.951866 -8.796034 -11.954580 0.1 -1.6 0.4 -1.59
C 22.719818 -7.648061 -11.792725 -0.6 -1.4 -0.6 -0.41
C 23.281918 -10.106529 -7.612157 -0.7 -1.3 -1.2 -2.33
H 25.909175 -10.187152 -9.867026 0.0 -0.1 0.0 0.26
H 24.610492 -11.386983 -9.854514 -0.1 0.2 -0.2 -0.56
H 25.639285 -11.243182 -8.481009 -0.1 0.4 0.4 0.62
H 25.765757 -8.726076 -7.569651 -0.4 -0.6 0.3 0.27
H 24.276594 -7.892927 -7.395662 -0.2 0.4 -0.4 0.43
H 26.387614 -8.018667 -9.573515 0.3 0.4 -0.1 0.43
H 25.993528 -6.561747 -8.605926 -0.1 0.2 -0.3 0.45
H 25.214475 -6.542214 -10.868788 -0.8 0.2 -0.8 0.43
H 23.781365 -6.408066 -9.870754 0.0 -0.1 0.4 -0.21
H 25.930180 -8.977636 -11.502795 -0.1 0.6 0.4 0.40
H 25.142017 -8.114924 -12.781893 -0.4 -0.1 -0.1 0.54
H 24.744577 -9.821171 -12.275918 -0.6 0.2 -0.6 -0.06
H 23.013440 -6.997523 -12.615545 0.3 0.6 0.6 0.59
H 21.998001 -7.241002 -11.085249 0.2 0.7 -0.3 -1.06
H 22.164961 -8.414467 -12.342551 0.1 -0.3 0.2 -0.19
H 22.558998 -10.871599 -7.923284 0.2 -0.1 -0.6 -0.24
H 22.612433 -9.364312 -7.171780 0.7 0.3 0.5 0.56
H 23.905626 -10.700260 -6.944144 0.1 0.7 0.6 0.61
C 23.051749 -16.365498 -9.910258 -0.2 0.2 -0.3 -1.91
C 22.804897 -14.836600 -9.681779 1.5 -0.3 1.7 1.40
C 24.223419 -14.166143 -9.449605 0.2 0.7 -1.6 -1.35
C 24.962706 -13.877206 -10.788801 0.3 -1.3 0.4 -1.01
C 24.089373 -13.194095 -11.810712 -0.5 0.4 -0.3 0.11
C 22.720961 -13.913873 -12.085985 2.4 -0.8 1.0 1.40
N 22.090324 -14.119042 -10.737182 1.7 2.7 -0.1 1.94
O 20.705098 -14.286864 -10.793968 -1.7 -0.4 0.1 -0.87
C 23.064109 -15.257327 -12.759619 -0.5 -0.2 -0.3 -1.79
C 21.905335 -13.014266 -13.009493 0.3 -1.6 1.0 -1.26
C 22.057946 -14.694939 -8.328600 -0.3 -0.6 -0.5 -1.52
H 22.369710 -16.705250 -10.687738 0.1 -0.3 0.1 0.23
H 22.910210 -16.985112 -9.023812 -0.4 0.3 0.1 0.49
H 24.091415 -16.568695 -10.170419 -0.1 0.1 -0.5 0.32
H 24.917650 -14.761811 -8.855643 -0.5 -0.4 0.2 0.43
H 24.160705 -13.192950 -8.957857 -0.6 -0.1 0.2 0.12
H 25.363279 -14.817898 -11.187112 -0.6 -0.3 -0.2 0.64
H 25.954450 -13.440966 -10.635801 -0.4 1.0 0.3 0.47
H 24.638698 -13.085679 -12.750117 -0.1 -0.2 -0.2 0.61
H 23.842439 -12.166559 -11.526037 0.0 0.0 0.3 -0.97
H 22.192386 -15.911799 -12.715876 0.0 0.0 -0.3 0.29
H 23.892281 -15.809523 -12.319169 -0.1 0.3 0.3 0.24
H 23.368097 -15.098926 -13.796570 -0.3 0.1 -0.1 0.44
H 20.972501 -13.550836 -13.177531 -0.3 0.6 -0.1 -0.50
H 22.477643 -12.986195 -13.933401 -0.1 0.4 0.0 0.84
H 21.822440 -12.048220 -12.506830 -0.3 0.3 -0.5 -0.29
H 22.538992 -15.307742 -7.566443 0.4 0.2 -0.1 0.58
H 21.056943 -15.125414 -8.389901 -0.1 0.3 -0.2 0.23
H 22.012862 -13.676210 -7.933893 0.0 0.2 -0.2 -0.19
C 12.889065 -13.202752 -10.761869 -1.3 0.1 -0.5 0.32
Br 12.933943 -12.864602 -12.707477 0.1 -0.1 1.0 -0.01
Br 11.247396 -14.278241 -10.338191 1.2 0.5 -0.3 -0.08
Br 12.812344 -11.570640 -9.715238 0.3 -0.4 -0.4 -0.01
H 13.782012 -13.757904 -10.500017 -0.2 -0.1 0.0 -0.28
C 18.733435 -17.774167 -6.695513 -0.6 -0.2 0.6 -0.57
Br 20.614233 -17.532022 -6.563862 0.2 0.0 -0.3 0.06
Br 18.286375 -19.690720 -6.730163 0.0 0.7 -0.6 -0.07
Br 17.848213 -16.574634 -7.996271 0.7 -1.0 0.6 0.25
H 18.349061 -17.511044 -5.716928 -0.1 0.3 -0.2 0.35
C 20.897943 -13.572179 -4.494707 -0.3 0.4 -0.6 -0.51
Br 19.228044 -14.623463 -4.694498 1.0 0.6 0.3 -0.06
Br 20.801041 -12.012794 -5.705158 0.5 -0.7 0.5 0.09
Br 22.515630 -14.629859 -4.684825 -0.6 0.3 0.0 -0.05
H 20.954080 -13.094226 -3.524715 -0.3 -0.4 0.1 0.50
C 14.522647 -17.127165 -9.352385 -0.3 -0.3 -1.2 -0.45
Br 15.312780 -16.902887 -11.194208 -0.7 0.3 1.0 -0.01
Br 12.752066 -18.014984 -9.421485 1.0 0.6 0.0 -0.05
Br 14.462113 -15.477449 -8.320584 0.1 -0.8 -0.5 0.01
H 15.221888 -17.871784 -8.991699 -0.1 0.4 0.7 0.45
C 18.775067 -15.003526 -15.000150 -0.1 0.6 0.2 -0.52
Br 18.361397 -15.171712 -13.060207 0.4 0.3 -1.3 0.08
Br 20.617592 -15.479124 -15.402165 -0.6 0.1 0.1 -0.03
Br 18.351250 -13.217291 -15.812997 0.2 -1.1 0.9 -0.06
H 18.119237 -15.697965 -15.509443 0.1 0.0 0.0 0.50
C 15.243372 -9.090781 -15.514443 -0.5 0.3 0.8 -0.22
Br 15.397031 -8.471918 -17.322991 -0.2 -0.2 0.2 -0.02
Br 15.570595 -10.962446 -15.267004 0.0 0.0 -0.3 0.05
Br 13.523569 -8.633276 -14.617465 0.8 -0.1 -0.6 -0.06
H 16.010074 -8.573925 -14.949484 -0.1 0.0 0.0 0.22
C 21.710584 -9.334332 -16.367932 -0.5 0.2 1.6 -0.48
Br 23.107773 -8.282545 -15.505128 0.0 -0.5 -0.4 -0.01
Br 20.010434 -8.653366 -15.580187 0.5 -0.3 -0.8 -0.03
Br 21.818111 -11.238614 -15.919815 0.1 1.0 -0.6 0.12
H 21.751242 -9.119649 -17.428545 -0.2 -0.3 0.1 0.43
```
Forces are in eV/Å.

Calculated values
Calculated total energy in a.u.: -56566.3794
Relative energy (zero: lowest compared OMol25 entry of this formula, charge and spin) in kcal/mol: 40.2
HOMO level in Eh: -0.2485
Lowest unoccupied orbital energy in eV: -0.86
Max |F| in hartree/bohr: 0.06930